[1]
The following is a DFT calculation (wB97M-V/def2-TZVPD) of 4 unconnected molecules or ions with the total composition C13H37BFO14P3 in a non-equilibrium geometry.

HOMO level: -9.8931 eV
E_tot: -2719.8427 hartree
Kohn-Sham gap: 0.3146 hartree
maximum force: 7.83 eV/A

Structure (XYZ):
```
69
Properties=species:S:1:pos:R:3:lowdin_charge:R:1
C 0.93613 4.26762 2.34624 -0.06
C 1.46281 2.86794 2.66401 -0.22
O 2.58930 3.00871 3.54090 0.05
B 3.62524 2.13614 3.31535 -0.61
O 3.90269 1.17957 4.28959 0.15
C 4.53239 2.17783 2.00610 -0.04
C 4.52345 3.51255 1.27498 -0.19
F 4.35600 3.31858 -0.10310 -0.07
H 1.78253 4.94832 2.26276 0.07
H 0.36035 4.28483 1.42357 0.07
H 0.35261 4.62440 3.19515 0.08
H 0.66086 2.32430 3.16489 0.12
H 1.73687 2.37308 1.72903 0.11
H 3.65363 0.30309 3.98890 0.10
H 4.16566 1.39218 1.34082 0.11
H 5.54582 1.97558 2.35343 0.11
H 3.70454 4.15616 1.59321 0.09
H 5.45038 4.06615 1.42727 0.12
C -2.36127 -0.97437 -1.94895 -0.10
O -1.92733 0.33907 -1.55186 -0.25
P -0.59592 0.52297 -0.58949 0.57
O -0.82019 1.91021 -0.11817 -0.25
O 0.33027 0.43394 -1.95270 -0.28
C 0.05209 1.30247 -3.04478 -0.10
O 0.73561 0.16395 0.25324 -0.23
C 1.56471 -0.98094 -0.06119 -0.08
H -3.19282 -0.84452 -2.63651 0.09
H -1.55515 -1.51207 -2.45485 0.09
H -2.70375 -1.54961 -1.08916 0.08
H -0.42986 2.21990 -2.70631 0.09
H -0.58292 0.80517 -3.78063 0.08
H 1.00572 1.54587 -3.50937 0.09
H 2.24245 -0.71768 -0.86923 0.09
H 0.97834 -1.84650 -0.35219 0.05
H 2.14381 -1.22526 0.82667 0.09
C -0.38616 -6.98296 -2.79019 -0.09
O -0.02337 -5.59733 -2.64660 -0.21
P 1.36956 -5.20593 -1.95167 0.41
O 1.27728 -3.82137 -1.48953 -0.22
O 2.27450 -5.37497 -3.28975 -0.25
C 2.05955 -4.47740 -4.37860 -0.09
O 2.37169 -6.01617 -1.03909 -0.19
C 2.88049 -7.30900 -1.42696 -0.07
H -1.31503 -7.01775 -3.35120 0.09
H 0.38393 -7.52868 -3.34012 0.08
H -0.54451 -7.44557 -1.81596 0.09
H 1.65362 -3.52712 -4.03210 0.08
H 1.38056 -4.92357 -5.10692 0.09
H 3.02308 -4.30551 -4.85265 0.09
H 3.73445 -7.17143 -2.08504 0.09
H 2.12578 -7.91209 -1.92804 0.07
H 3.19895 -7.81577 -0.52053 0.09
C -2.77478 2.10284 2.83727 -0.09
O -3.92204 2.86073 3.26149 -0.20
P -4.57704 3.91091 2.24499 0.38
O -5.35074 4.89165 3.00053 -0.23
O -5.50941 2.86259 1.42562 -0.25
C -6.60962 2.26956 2.10742 -0.11
O -3.89798 4.55365 0.98478 -0.19
C -3.32405 3.71702 -0.05015 -0.08
H -2.53687 1.40176 3.63279 0.09
H -2.99358 1.54697 1.92250 0.08
H -1.91696 2.75510 2.67106 0.08
H -6.96248 2.90737 2.91781 0.08
H -6.32522 1.29372 2.50666 0.08
H -7.40982 2.13443 1.38208 0.08
H -4.10837 3.42006 -0.74325 0.09
H -2.83685 2.83879 0.35681 0.03
H -2.58359 4.30965 -0.57861 0.09
```

[2]
The following is a DFT calculation (wB97M-V/def2-TZVPD) of a molecular structure, C4H5F in a non-equilibrium geometry.

HOMO level: -9.4211 eV
E_tot: -255.1698 hartree
Kohn-Sham gap: 0.3924 hartree
maximum force: 4.74 eV/A

Structure (XYZ):
```
10
Properties=species:S:1:pos:R:3:lowdin_charge:R:1
C 0.57626 0.94459 -0.32475 -0.17
C -0.63678 0.81419 -0.83881 0.07
C 0.70276 -0.26166 0.56236 -0.17
C -0.63360 -0.88360 0.08951 -0.20
F -1.59421 -1.05650 1.01251 0.00
H 1.31379 1.72577 -0.44777 0.09
H -1.33795 1.31037 -1.47050 0.05
H 1.57936 -0.89383 0.41098 0.10
H 0.64553 0.00765 1.61866 0.11
H -0.61516 -1.70698 -0.61219 0.12
```

> Number 2 is which compound?

C4H5F

> Which value of Kohn-Sham gap does entry 1 give?

0.3146 hartree

> Among the records above, which one has the highest HOMO level?

C4H5F